(1)
91
Properties=species:S:1:pos:R:3 method="wB97M-V/def2-TZVPD" total_energy_ha=-2408.2218 homo_energy_ev=-12.4 lumo_energy_ev=-2.65 largest_force_ha_per_bohr=0.092 total_charge=+1 orbital_gap_ha=0.35712
N 0.1471 0.7627 3.8919
P -0.9864 0.1671 2.9385
N -0.3527 -0.8550 1.5930
C -1.0749 -0.4196 0.3314
C -0.2610 0.5809 -0.6023
C -0.0764 2.0585 -0.0188
C 1.3153 2.3247 0.7118
O 2.3423 2.9176 -0.1316
C 2.5378 2.1816 -1.3393
O 3.1754 1.1201 -1.4316
C 1.0987 -1.1949 1.5468
C 1.4560 -2.7507 1.1814
C -0.0310 -3.3573 1.2681
C -1.0171 -2.2103 1.8707
H 0.0522 1.7893 3.8641
H -1.7598 1.2675 2.4198
H -1.8727 -0.6473 3.7073
H -2.1244 -0.0140 0.5462
H -1.2469 -1.3719 -0.2856
H 0.7238 0.0911 -0.9330
H -0.8704 0.6807 -1.5716
H -0.9151 2.2863 0.7073
H -0.1381 2.7943 -0.8928
H 1.1077 3.0942 1.5379
H 1.7636 1.4264 1.2369
H 2.0306 2.5573 -2.2990
H 1.5865 -1.0032 2.5539
H 1.7808 -0.6488 0.8153
H 2.2446 -3.0668 1.9243
H 1.7706 -2.7340 0.0814
H -0.0580 -4.1422 2.0847
H -0.4188 -3.6616 0.2447
H -1.0321 -2.5200 2.9747
H -2.0858 -2.3317 1.5061
O -3.9639 -0.1799 4.7221
H -3.4484 0.5083 5.1582
H -4.8287 -0.1288 5.1520
O -4.2197 0.5261 -0.1319
H -4.9194 1.0079 0.3244
H -4.6926 -0.0365 -0.7623
O 5.3660 4.0133 -0.5219
H 5.6070 3.0799 -0.5997
H 4.4007 4.0055 -0.5511
O -4.8757 -1.3860 -2.1960
H -4.3532 -1.2889 -3.0029
H -4.6704 -2.2831 -1.8910
O -5.0919 2.0259 -2.3571
H -4.2554 2.3961 -2.6613
H -5.0161 1.0850 -2.5545
O 1.4290 -6.1275 1.5220
H 1.9405 -6.0293 0.7102
H 1.6324 -7.0227 1.8189
O -4.9644 -4.0924 -1.0173
H -5.5327 -4.5348 -1.6591
H -5.4359 -4.1924 -0.1808
O -2.1695 -2.1276 -3.2643
H -1.3342 -1.7539 -3.5661
H -2.0856 -3.0698 -3.4588
O 7.6779 2.3538 0.5245
H 7.7197 3.2760 0.8062
H 8.1751 2.3390 -0.3024
O 6.2940 0.1656 -1.6674
H 5.3705 0.4172 -1.5626
H 6.2520 -0.7104 -2.0721
O -1.6892 4.6866 -1.2515
H -0.9533 5.1810 -0.8705
H -2.2214 5.3608 -1.6917
O 3.7631 0.6436 2.6583
H 3.7703 1.0326 1.7749
H 4.6712 0.3414 2.7852
O 0.4593 3.4985 -4.4549
H 1.3091 3.9325 -4.5991
H 0.2555 3.6873 -3.5306
O -5.7287 1.1857 6.6387
H -5.2134 1.8743 7.0753
H -6.5923 1.2339 7.0659
O 2.1372 5.2236 -2.1193
H 2.9267 5.7599 -2.2673
H 2.1593 5.0317 -1.1728
O 0.0843 -3.8862 -3.4677
H 0.6167 -3.4069 -2.8222
H 0.6654 -4.5951 -3.7697
O 3.9491 -1.8840 -0.7983
H 4.6879 -1.3900 -0.4186
H 3.4175 -1.2069 -1.2347
O 4.7880 -0.7740 -3.9729
H 4.0962 -0.2884 -3.5068
H 4.3047 -1.3213 -4.6036
O -6.8921 -2.8327 0.6083
H -6.1638 -2.3300 0.9934
H -7.4257 -2.1644 0.1620


(2)
20
Properties=species:S:1:pos:R:3 method="wB97M-V/def2-TZVPD" total_energy_ha=-735.6985 homo_energy_ev=-9.7 lumo_energy_ev=-2.30 largest_force_ha_per_bohr=0.108 relative_energy_kcal_mol=116.68 total_charge=0 orbital_gap_ha=0.27348
C -3.6107 -0.8959 -0.7915
C 3.5160 -0.2413 0.2877
C 3.2750 0.3773 -0.9164
C 2.4230 -0.4904 1.1246
C 2.0087 0.6090 -1.4106
C 1.1287 -0.3276 0.6532
C 0.9945 0.1581 -0.6518
C -0.8643 -0.2128 0.1713
C -3.1795 -0.3600 0.4857
N -3.8587 -1.3719 -1.7997
N -0.1700 -0.4448 1.2193
N -3.6732 0.9491 0.7516
O -4.2228 1.5194 -0.1480
O -3.4127 1.3518 1.8894
O -0.3721 0.2973 -0.8965
H 4.5878 -0.5044 0.4905
H 4.1159 0.5303 -1.5313
H 2.6073 -1.0432 2.0245
H 1.7095 1.0158 -2.3882
H -3.0022 -0.9160 1.4361


(3)
21
Properties=species:S:1:pos:R:3 method="wB97M-V/def2-TZVPD" total_energy_ha=-3300.7060 homo_energy_ev="-1.7 / -5.1" lumo_energy_ev="2.95 / 0.87" largest_force_ha_per_bohr=0.129 total_charge=-1 spin_multiplicity=3 orbital_gap_ha="0.16976 / 0.21967"
C 2.1079 1.8672 0.5464
C 3.2991 1.2291 0.9168
C 1.0363 1.1358 0.0461
C 3.3391 -0.1521 0.7706
C 1.1344 -0.2887 -0.1318
C 2.3111 -0.8878 0.1233
C 0.0110 -1.1460 -0.7369
C -3.9576 -0.2775 0.7441
C -3.7215 -0.3023 -0.9559
N -1.1622 -0.6894 -0.9140
O -4.1299 0.8604 1.1435
O -3.8801 -1.4146 1.1829
O -2.1670 -1.3877 -1.2702
F 2.5873 -2.1542 -0.0932
Br -3.2127 1.2907 -1.6913
H 2.1083 2.8824 0.4714
H 4.1439 1.8552 1.1808
H 0.1190 1.5045 0.1007
H 4.2438 -0.6964 0.9199
H 0.1894 -2.2004 -0.8800
H -4.3995 -1.0282 -1.4734


(4)
23
Properties=species:S:1:pos:R:3 method="wB97M-V/def2-TZVPD" total_energy_ha=-4077.8917 homo_energy_ev="-0.6 / -3.4" lumo_energy_ev="2.24 / 2.24" largest_force_ha_per_bohr=0.061 relative_energy_kcal_mol=36.76 total_charge=-1 spin_multiplicity=3 orbital_gap_ha="0.10434 / 0.20708"
Ni -2.3442 -8.3670 -7.8199
S -6.3700 -9.6215 -8.1298
C -6.3633 -8.4885 -6.8340
C -5.0894 -8.1229 -6.4433
C -4.1574 -8.5638 -7.4351
C -4.6889 -9.3724 -8.3559
C -3.9405 -9.8238 -9.5179
C -4.4259 -10.4678 -10.6398
C -3.5428 -10.9078 -11.6464
C -2.2284 -10.6767 -11.4342
C -1.7658 -10.0353 -10.3241
N -2.6039 -9.5091 -9.4137
H -7.2701 -8.3071 -6.2616
H -4.7836 -7.4825 -5.5840
H -5.4904 -10.5960 -10.7240
H -3.8315 -11.4133 -12.5582
H -1.5206 -10.8764 -12.2062
H -0.6555 -9.8577 -10.2249
Cl -4.9044 -5.4372 -2.9745
Si -2.9791 -6.0496 -3.3215
Cl -2.0689 -4.7990 -4.7257
Cl -3.1114 -7.9486 -3.8706
F -2.1512 -6.2130 -1.9556


(5)
18
Properties=species:S:1:pos:R:3 method="wB97M-V/def2-TZVPD" total_energy_ha=-944.1346 homo_energy_ev="-5.2 / -9.0" lumo_energy_ev="-0.10 / -4.53" largest_force_ha_per_bohr=0.091 total_charge=0 spin_multiplicity=3 orbital_gap_ha="0.18722 / 0.16405"
C 5.2388 0.3992 -0.2458
C 4.0860 0.1883 -0.0326
C -3.1128 -0.3653 0.2315
C -2.2412 -1.2366 -0.3995
C -2.6969 0.9175 0.5544
C -0.9569 -0.8280 -0.7142
C -1.4081 1.3303 0.2658
C -0.5471 0.4470 -0.3647
C 1.9762 -0.2361 0.2544
F 1.7864 -0.1525 1.5650
F 1.8868 -1.5089 -0.1119
S 1.1369 0.9706 -0.7424
H 6.2621 0.5750 -0.4159
H -4.1165 -0.6825 0.4722
H -2.5559 -2.2370 -0.6556
H -3.3791 1.5988 1.0418
H -0.2872 -1.5041 -1.2237
H -1.0717 2.3243 0.5211


(6)
24
Properties=species:S:1:pos:R:3 method="wB97M-V/def2-TZVPD" total_energy_ha=-1831.4819 homo_energy_ev=-8.6 lumo_energy_ev=-1.19 largest_force_ha_per_bohr=0.146 relative_energy_kcal_mol=31.20 total_charge=0 orbital_gap_ha=0.27309
O -0.7371 -1.7250 0.1730
I 0.9367 5.7969 3.3006
I -1.5515 5.1258 0.7187
I 3.1494 3.2864 4.7077
I -1.1896 1.7901 -0.9523
N 2.5348 0.5065 2.6599
C 0.0064 -1.4525 -0.7979
C 2.1719 -0.5171 1.8966
C 0.8285 3.8005 2.4647
C -0.0166 3.5495 1.3472
C 1.6966 2.8297 3.0178
C 0.0159 2.2444 0.8463
C 1.7647 1.5658 2.4061
C 0.9505 1.2268 1.4088
N -1.7521 -2.4877 -2.1751
N -0.3794 -1.9851 -2.0100
N 1.2383 -0.0931 0.9240
C 1.2662 -0.7107 -0.4521
H 2.4367 -1.5397 1.9957
H -2.2785 -2.1573 -2.9617
H -2.2246 -2.5013 -1.3098
H 0.3681 -2.3246 -2.6677
H 1.9705 -1.5210 -0.5977
H 1.4946 -0.0069 -1.2427


(7)
22
Properties=species:S:1:pos:R:3 method="wB97M-V/def2-TZVPD" total_energy_ha=-787.4804 homo_energy_ev=-19.4 lumo_energy_ev=-14.16 largest_force_ha_per_bohr=0.170 relative_energy_kcal_mol=5.40 total_charge=+3 orbital_gap_ha=0.19209
La -0.9099 0.1729 -1.5945
O -1.4736 -3.0598 -3.6662
C -1.4164 -2.0895 -3.0464
C -2.5198 0.2309 0.2459
O -3.2665 0.2792 1.1361
C -1.1456 2.6336 -2.1317
O -1.1560 3.7641 -2.3735
C -3.4010 0.4024 -2.1031
O -4.5341 0.5566 -2.2731
N 0.4645 1.8320 1.5840
C 1.0843 0.6232 1.3014
C 2.2269 0.1741 1.9734
C 2.7312 -1.0865 1.6534
C 2.1390 -1.8323 0.6287
C 1.0331 -1.3280 -0.0493
N 0.5191 -0.0908 0.2793
H -0.5539 1.8594 1.5999
H 0.8967 2.3753 2.3258
H 2.6254 0.7996 2.7741
H 3.5976 -1.4660 2.1994
H 2.5337 -2.8174 0.3714
H 0.5253 -1.9327 -0.8349


(8)
26
Properties=species:S:1:pos:R:3 method="wB97M-V/def2-TZVPD" total_energy_ha=-6820.3388 homo_energy_ev="-1.6 / -1.6" lumo_energy_ev="4.06 / 4.06" largest_force_ha_per_bohr=0.018 relative_energy_kcal_mol=0.00 total_charge=-2 orbital_gap_ha="0.20768 / 0.20767"
Pt -1.1171 -1.8446 -0.2312
Se -4.9243 -2.8727 1.1775
Te -2.5682 -2.5904 1.7936
Te -0.8214 -4.2817 0.4793
Se 1.1040 -4.6971 1.9490
S 0.2968 -1.7690 -2.0961
C -0.8001 -0.7274 -2.9328
S -2.2350 -0.4298 -2.0449
C -0.5148 -0.2114 -4.1981
C -1.4245 0.6442 -4.8718
N -2.1421 1.3547 -5.4331
C 0.7097 -0.4878 -4.8575
N 1.6981 -0.7098 -5.4138
N 2.1113 2.5338 3.4434
C 1.3631 1.7937 2.5291
C 1.9721 1.1328 1.4671
C 1.1926 0.3771 0.6092
N -0.1261 0.2466 0.7394
C -0.7028 0.8704 1.7621
C -0.0144 1.6510 2.6728
H 2.9909 2.8743 3.0906
H 1.5942 3.2416 3.9391
H 3.0435 1.1888 1.3158
H 1.6336 -0.1526 -0.2280
H -1.7756 0.7356 1.8512
H -0.5438 2.1299 3.4881